Entry 1:
Molecular formula: C56H62F36N13O25S12
Method: DFT, wB97M-V/def2-TZVPD

```
204
Properties=species:S:1:pos:R:3:lowdin_charge:R:1
C -2.270 2.743 -0.223 -0.080
C -2.299 1.276 -0.312 -0.175
N -2.993 0.535 0.843 -0.163
C -4.523 0.880 0.730 0.055
C -2.911 -1.003 0.595 -0.146
C -1.514 -1.567 0.446 -0.043
C -2.415 0.893 2.270 -0.019
C -3.086 0.114 3.442 -0.199
O -4.475 0.293 3.517 -0.188
C -5.001 -0.374 4.656 -0.071
H -3.285 3.049 -0.477 0.066
H -1.582 3.162 -0.957 0.069
H -1.948 3.226 0.699 0.059
H -1.250 0.986 -0.262 0.097
H -2.757 0.938 -1.242 0.141
H -4.848 0.890 -0.310 0.090
H -4.696 1.805 1.280 0.100
H -5.082 0.161 1.329 0.084
H -3.499 -1.277 -0.281 0.107
H -3.567 -1.440 1.348 0.107
H -1.668 -2.633 0.279 0.072
H -0.868 -1.393 1.307 0.063
H -0.960 -1.090 -0.362 0.065
H -2.413 1.973 2.413 0.108
H -1.342 0.710 2.205 0.098
H -2.663 0.402 4.405 0.130
H -2.748 -0.916 3.329 0.115
H -6.075 -0.556 4.673 0.093
H -4.916 0.375 5.443 0.094
H -4.502 -1.303 4.935 0.088
C 2.409 -0.772 0.955 0.040
N 3.632 0.060 0.860 -0.009
C 4.310 0.633 1.919 0.063
C 5.447 1.318 1.674 0.036
C 5.962 1.509 0.376 -0.113
C 5.257 0.945 -0.693 0.049
C 4.036 0.295 -0.411 0.023
C 7.293 2.242 0.151 -0.079
C 7.784 3.156 1.101 0.068
C 8.899 3.931 0.740 0.028
N 9.605 3.688 -0.383 -0.099
C 9.233 2.722 -1.261 0.019
C 8.107 1.904 -0.973 0.063
C 10.790 4.528 -0.761 0.048
H 2.386 -1.567 0.209 0.084
H 1.531 -0.129 0.892 0.106
H 2.477 -1.211 1.951 0.093
H 3.949 0.465 2.922 0.118
H 6.073 1.617 2.501 0.132
H 5.777 0.968 -1.639 0.114
H 3.332 0.051 -1.194 0.090
H 7.295 3.396 2.034 0.137
H 9.335 4.741 1.307 0.147
H 9.778 2.702 -2.193 0.144
H 7.943 1.233 -1.803 0.125
H 11.538 3.936 -1.290 0.113
H 11.107 4.952 0.191 0.102
H 10.452 5.387 -1.341 0.111
C 5.491 6.745 -5.751 0.025
N 4.349 6.463 -4.876 -0.100
C 4.413 5.547 -3.888 0.036
C 3.305 5.377 -2.966 0.091
C 2.151 6.231 -3.152 -0.102
C 2.149 7.137 -4.183 0.038
C 3.187 7.148 -5.071 0.028
C 0.945 6.088 -2.242 -0.141
C 1.038 6.062 -0.845 0.030
C -0.106 6.126 -0.123 0.007
N -1.350 6.242 -0.670 -0.012
C -1.452 6.185 -2.012 0.033
C -0.319 6.131 -2.842 0.036
C -2.522 6.468 0.223 0.053
H 5.914 5.874 -6.252 0.114
H 6.193 7.285 -5.115 0.115
H 5.165 7.367 -6.584 0.104
H 5.356 5.036 -3.760 0.136
H 3.173 4.564 -2.267 0.106
H 1.362 7.872 -4.270 0.148
H 3.258 7.792 -5.935 0.146
H 1.949 6.196 -0.281 0.132
H -0.088 6.231 0.952 0.121
H -2.401 6.267 -2.520 0.128
H -0.217 6.090 -3.916 0.123
H -2.976 5.481 0.309 0.089
H -3.284 7.106 -0.224 0.118
H -2.194 6.926 1.156 0.072
C 2.986 -10.688 -3.551 0.025
N 1.896 -9.977 -2.892 -0.107
C 0.665 -10.548 -2.998 0.041
C -0.434 -9.908 -2.332 0.074
C -0.254 -8.682 -1.631 -0.067
C 1.045 -8.123 -1.616 0.074
C 2.074 -8.780 -2.308 0.018
C -1.461 -7.912 -1.001 -0.126
C -2.295 -8.482 -0.026 0.044
C -3.204 -7.677 0.717 0.034
N -3.399 -6.401 0.375 -0.061
C -2.693 -5.830 -0.632 0.041
C -1.728 -6.578 -1.339 0.043
C -4.262 -5.572 1.175 0.027
H 3.634 -11.110 -2.782 0.116
H 3.551 -9.983 -4.160 0.114
H 2.543 -11.494 -4.136 0.102
H 0.521 -11.458 -3.561 0.141
H -1.413 -10.364 -2.308 0.128
H 1.237 -7.171 -1.145 0.124
H 3.085 -8.437 -2.150 0.151
H -2.110 -9.498 0.290 0.130
H -3.787 -8.068 1.537 0.150
H -2.942 -4.802 -0.849 0.119
H -1.140 -6.078 -2.094 0.131
H -4.915 -6.163 1.817 0.120
H -4.888 -4.970 0.516 0.089
H -3.578 -5.009 1.809 0.085
C 0.812 -4.757 1.348 -0.522
F 0.838 -3.479 1.848 0.102
F 0.050 -4.928 0.144 0.013
F 2.073 -5.081 1.151 0.144
S 0.029 -6.050 2.563 0.640
O -0.245 -7.200 1.707 -0.318
O 1.045 -6.243 3.532 -0.264
N -1.379 -5.300 3.139 -0.297
S -1.716 -6.126 4.407 0.557
O -2.230 -7.468 4.100 -0.321
O -0.785 -6.010 5.525 -0.305
C -3.165 -5.041 5.123 -0.652
F -3.904 -5.908 5.789 0.137
F -2.725 -4.085 5.925 0.164
F -3.948 -4.677 4.099 0.098
C -2.723 -2.756 -3.590 -0.658
F -2.775 -1.446 -3.820 0.158
F -2.180 -3.373 -4.608 0.155
F -2.011 -3.100 -2.504 0.095
S -4.517 -3.482 -3.387 0.717
O -5.410 -2.877 -4.384 -0.295
O -4.239 -4.871 -3.694 -0.320
N -4.917 -3.004 -1.749 -0.338
S -6.275 -2.468 -1.757 0.555
O -6.273 -0.964 -1.921 -0.332
O -7.334 -3.227 -2.479 -0.326
C -6.745 -2.768 0.189 -0.664
F -5.780 -2.402 1.011 0.104
F -7.735 -2.008 0.585 0.144
F -7.113 -4.022 0.470 0.112
C -3.713 4.717 4.023 -0.607
F -3.957 4.206 2.821 0.123
F -4.823 5.318 4.564 0.115
F -3.429 3.700 4.841 0.133
S -2.247 5.954 3.978 0.664
O -2.717 7.210 3.438 -0.303
O -1.765 6.090 5.338 -0.276
N -1.191 5.179 2.861 -0.319
S -0.033 4.693 3.784 0.591
O 0.923 5.773 4.168 -0.330
O -0.425 3.753 4.848 -0.303
C 1.101 3.644 2.544 -0.587
F 0.407 2.886 1.674 0.089
F 1.770 4.497 1.722 0.054
F 2.072 2.972 3.174 0.128
C 1.564 2.210 -2.452 -0.690
F 1.178 2.264 -1.212 0.150
F 1.321 3.363 -3.043 0.155
F 2.844 2.059 -2.398 0.139
S 0.716 0.549 -3.242 0.727
O -0.699 0.471 -2.887 -0.292
O 0.914 0.596 -4.688 -0.301
N 1.602 -0.772 -2.416 -0.323
S 1.778 -1.909 -3.488 0.558
O 0.527 -2.310 -4.175 -0.316
O 2.823 -1.629 -4.439 -0.326
C 2.377 -3.463 -2.462 -0.675
F 3.283 -3.105 -1.573 0.128
F 1.287 -3.968 -1.923 0.131
F 2.987 -4.315 -3.271 0.148
C -3.193 4.755 -5.535 -0.614
F -2.487 5.887 -5.255 0.079
F -4.511 5.079 -5.764 0.106
F -2.691 4.206 -6.588 0.189
S -3.066 3.583 -4.010 0.653
O -3.505 2.342 -4.528 -0.238
O -1.683 3.605 -3.572 -0.328
N -4.051 4.373 -2.860 -0.308
S -5.396 3.735 -2.859 0.506
O -6.194 3.980 -4.061 -0.301
O -5.423 2.384 -2.368 -0.293
C -6.297 4.817 -1.488 -0.558
F -5.508 4.764 -0.388 0.078
F -6.343 6.074 -1.994 0.100
F -7.535 4.329 -1.159 0.120
C 0.202 -1.697 5.579 -0.704
F 0.329 -2.648 4.675 0.134
F -1.063 -1.362 5.708 0.165
F 0.791 -2.082 6.655 0.198
S 1.179 -0.156 4.870 0.676
O 0.590 -0.065 3.556 -0.341
O 0.845 0.933 5.762 -0.277
N 2.813 -0.771 4.851 -0.305
S 3.464 0.042 5.922 0.506
O 3.842 1.383 5.498 -0.329
O 2.950 -0.210 7.264 -0.305
C 5.189 -0.996 6.015 -0.743
F 5.001 -2.171 6.556 0.168
F 5.606 -1.155 4.833 0.152
F 6.137 -0.308 6.626 0.138
```

Net charge: +1
Energy in Eh: -13136.412262
HOMO level in eV: -9.619
Energy above the lowest of the compared OMol25 structures with the same formula, charge and spin in eV: 9.047
HOMO-LUMO gap in eV: 3.780



Entry 2:
Molecular formula: C56H66AuBrN7OS3Si
Method: DFT, wB97M-V/def2-TZVPD

```
136
Properties=species:S:1:pos:R:3:lowdin_charge:R:1
Au 0.307 0.130 0.033 0.728
N -0.051 -0.900 1.752 -0.417
S 0.321 -2.149 2.411 0.786
N -0.674 -3.467 2.340 -0.375
S -1.941 -3.848 1.536 0.906
N -2.331 -3.319 0.145 -0.376
S -1.749 -2.270 -1.006 0.788
N -1.427 -0.891 -0.659 -0.348
C -3.022 -2.436 -2.277 -0.288
C -4.059 -3.348 -2.202 -0.077
C -4.931 -3.468 -3.272 -0.062
C -4.767 -2.677 -4.398 -0.059
C -3.736 -1.749 -4.453 -0.049
C -2.864 -1.624 -3.388 -0.054
C -0.453 -3.268 -1.760 -0.278
C 0.649 -2.663 -2.199 -0.014
C 1.837 -3.441 -2.679 -0.105
C 1.628 -4.984 -2.614 -0.236
C 0.207 -5.453 -2.493 0.001
C -0.733 -4.662 -1.977 -0.070
C -1.813 -5.642 1.388 -0.290
C -0.819 -6.331 2.060 -0.070
C -0.741 -7.708 1.931 -0.048
C -1.662 -8.381 1.145 -0.053
C -2.669 -7.685 0.492 -0.049
C -2.746 -6.308 0.611 -0.066
C -3.395 -3.685 2.582 -0.288
C -3.302 -4.139 3.887 -0.058
C -4.427 -4.100 4.692 -0.052
C -5.625 -3.621 4.185 -0.054
C -5.700 -3.158 2.881 -0.050
C -4.578 -3.190 2.068 -0.051
C 1.906 -2.899 1.957 -0.311
C 3.053 -2.169 2.276 -0.070
C 4.301 -2.665 1.855 -0.064
C 4.405 -3.778 1.087 -0.007
C 3.219 -4.581 0.670 -0.195
C 1.940 -4.062 1.266 -0.010
C 0.548 -1.875 4.181 -0.308
C 0.944 -2.903 5.014 -0.070
C 1.203 -2.621 6.346 -0.061
C 1.088 -1.320 6.813 -0.063
C 0.705 -0.297 5.963 -0.058
C 0.428 -0.575 4.635 -0.064
H -4.176 -3.947 -1.313 0.082
H -5.735 -4.187 -3.229 0.110
H -5.447 -2.779 -5.232 0.112
H -3.613 -1.131 -5.330 0.115
H -2.059 -0.904 -3.397 0.100
H 0.728 -1.586 -2.150 0.096
H 2.151 -3.110 -3.673 0.169
H 2.128 -5.487 -3.448 0.157
H 0.034 -6.494 -2.705 0.117
H -1.738 -4.999 -1.778 0.096
H -0.124 -5.779 2.672 0.096
H 0.036 -8.253 2.446 0.114
H -1.599 -9.454 1.042 0.113
H -3.393 -8.217 -0.106 0.114
H -3.519 -5.745 0.111 0.104
H -2.358 -4.511 4.254 0.113
H -4.370 -4.442 5.714 0.114
H -6.504 -3.604 4.812 0.114
H -6.632 -2.770 2.498 0.115
H -4.603 -2.832 1.051 0.104
H 2.969 -1.251 2.833 0.103
H 5.192 -2.126 2.137 0.111
H 5.368 -4.141 0.763 0.121
H 3.358 -5.648 0.897 0.166
H 1.037 -4.608 1.049 0.094
H 1.061 -3.901 4.623 0.110
H 1.511 -3.408 7.015 0.109
H 1.301 -1.106 7.849 0.111
H 0.632 0.715 6.325 0.110
H 0.137 0.192 3.935 0.090
C 0.449 3.395 -1.849 -0.055
C -0.198 2.042 -2.224 -0.756
C -1.610 1.992 -1.622 -0.076
C -0.304 1.964 -3.760 -0.038
O 0.592 0.986 -1.794 -0.371
H -0.149 4.217 -2.240 0.082
H 1.450 3.452 -2.268 0.074
H 0.517 3.488 -0.768 0.026
H -2.245 2.768 -2.043 0.082
H -1.558 2.126 -0.542 0.063
H -2.056 1.018 -1.808 0.034
H -0.944 2.760 -4.131 0.079
H -0.721 1.003 -4.055 0.061
H 0.684 2.059 -4.203 0.079
C 3.878 1.659 4.440 -0.111
C 3.844 3.127 3.992 -0.618
C 5.009 3.858 4.673 -0.080
C 2.531 3.730 4.506 -0.104
Si 3.939 3.294 2.024 0.956
Br 1.623 1.750 1.392 0.340
C 5.263 2.218 1.038 -0.619
C 5.354 0.798 1.605 -0.119
C 6.648 2.870 1.149 -0.080
C 4.887 2.068 -0.443 -0.101
C 3.534 5.085 1.305 -0.613
C 2.073 5.476 1.556 -0.100
C 4.437 6.141 1.957 -0.085
C 3.773 5.144 -0.208 -0.094
H 3.586 1.596 5.486 0.084
H 4.876 1.242 4.358 0.066
H 3.184 1.065 3.856 0.030
H 4.946 3.698 5.747 0.093
H 4.969 4.927 4.494 0.062
H 5.972 3.490 4.329 0.073
H 2.430 3.508 5.565 0.086
H 1.685 3.308 3.973 0.051
H 2.522 4.809 4.397 0.066
H 5.768 0.790 2.607 0.066
H 6.010 0.204 0.971 0.090
H 4.375 0.331 1.610 0.032
H 6.979 2.905 2.184 0.071
H 6.652 3.882 0.756 0.070
H 7.369 2.285 0.583 0.093
H 3.853 1.758 -0.556 0.043
H 5.513 1.299 -0.892 0.089
H 5.043 2.981 -1.004 0.062
H 1.874 5.621 2.610 0.061
H 1.403 4.710 1.183 0.035
H 1.861 6.409 1.041 0.092
H 4.240 6.232 3.021 0.063
H 4.237 7.107 1.500 0.093
H 5.489 5.910 1.814 0.078
H 3.178 4.399 -0.724 0.065
H 4.823 5.005 -0.447 0.070
H 3.483 6.125 -0.578 0.093
N 2.572 -1.055 -0.237 0.225
C 2.757 -2.005 -0.855 -0.124
C 2.962 -3.208 -1.618 -0.279
C 2.847 -4.505 -0.788 -0.197
N 2.228 -5.428 -1.374 0.193
C 4.293 -3.205 -2.189 -0.141
N 5.346 -3.236 -2.629 0.220
```

Net charge: +1
Energy in Eh: -6825.171237
HOMO level (alpha / beta) in eV: -8.357 / -9.668
Energy above the lowest of the compared OMol25 structures with the same formula, charge and spin in eV: 3.070
2S+1: 3
HOMO-LUMO gap (alpha / beta) in eV: 5.925 / 6.332



Entry 3:
Molecular formula: C56H66O4S2
Method: DFT, wB97M-V/def2-TZVPD

```
128
Properties=species:S:1:pos:R:3:lowdin_charge:R:1
C 2.349 5.515 -3.203 -0.229
S 1.327 4.501 -4.417 0.845
O 1.120 3.205 -3.640 -0.597
C -0.223 5.528 -4.436 -0.246
H 2.491 6.516 -3.612 0.044
H 3.327 5.049 -3.082 0.046
H 1.883 5.504 -2.218 0.037
H -0.457 5.763 -3.397 0.034
H -1.078 5.035 -4.899 0.050
H 0.006 6.424 -5.012 0.045
C -0.881 0.661 6.545 -0.285
S 0.797 1.110 6.078 0.833
O 1.493 0.953 7.375 -0.575
C 1.022 -0.429 5.026 -0.248
H -1.400 1.443 7.100 0.048
H -1.032 -0.204 7.191 0.066
H -1.492 0.534 5.651 0.026
H 0.332 -0.271 4.198 0.021
H 0.896 -1.359 5.580 0.055
H 2.038 -0.554 4.652 0.044
C 3.366 -1.643 -3.364 -0.093
C 4.472 -2.358 -3.752 -0.107
C 4.407 -3.304 -4.766 -0.074
C 3.160 -3.423 -5.422 -0.092
C 2.058 -2.694 -5.041 -0.117
C 2.141 -1.826 -4.004 -0.104
H 3.378 -1.120 -2.419 0.087
H 5.424 -2.182 -3.272 0.103
H 5.342 -3.757 -5.061 0.101
H 3.106 -3.894 -6.392 0.099
H 1.089 -2.723 -5.518 0.107
H 1.275 -1.268 -3.680 0.096
C -0.813 6.139 0.125 -0.074
C -1.287 7.374 0.679 -0.093
C -0.607 8.032 1.676 -0.101
C 0.545 7.450 2.170 -0.098
C 1.001 6.225 1.718 -0.089
C 0.299 5.542 0.724 -0.096
H -1.417 5.624 -0.607 0.076
H -2.157 7.753 0.163 0.094
H -1.021 8.983 1.976 0.103
H 1.027 7.878 3.036 0.102
H 1.907 5.786 2.111 0.103
H 0.771 4.628 0.395 0.082
C -0.547 0.446 1.078 -0.094
C -0.545 1.629 0.376 -0.087
C 0.337 1.808 -0.654 -0.119
C 1.199 0.833 -1.070 -0.077
C 1.315 -0.314 -0.269 -0.082
C 0.398 -0.481 0.769 -0.113
H -1.307 0.158 1.789 0.093
H -1.302 2.363 0.612 0.100
H 0.454 2.792 -1.084 0.080
H 1.921 1.034 -1.848 0.100
H 1.994 -1.134 -0.451 0.074
H 0.420 -1.434 1.277 0.091
C 5.353 -1.955 0.265 -0.098
C 6.383 -2.894 0.415 -0.094
C 7.672 -2.513 0.773 -0.066
C 7.902 -1.119 1.070 -0.089
C 6.852 -0.245 0.990 -0.114
C 5.576 -0.644 0.604 -0.091
H 4.381 -2.390 0.088 0.088
H 6.085 -3.878 0.084 0.089
H 8.488 -3.204 0.926 0.091
H 8.878 -0.804 1.408 0.095
H 7.144 0.741 1.321 0.099
H 4.777 0.079 0.532 0.096
C -3.074 2.804 -1.871 -0.079
C -4.105 3.711 -1.394 -0.084
C -5.453 3.461 -1.646 -0.114
C -5.843 2.326 -2.391 -0.077
C -4.794 1.550 -2.942 -0.082
C -3.439 1.777 -2.700 -0.091
H -2.013 2.934 -1.713 0.077
H -3.800 4.529 -0.759 0.081
H -6.202 4.100 -1.201 0.095
H -6.895 2.216 -2.610 0.096
H -5.186 0.694 -3.469 0.092
H -2.725 1.040 -3.038 0.092
C 1.724 -4.207 0.340 -0.093
C 2.645 -5.122 0.808 -0.121
C 3.509 -5.801 -0.014 -0.109
C 3.428 -5.565 -1.376 -0.080
C 2.575 -4.565 -1.912 -0.050
C 1.696 -3.878 -1.025 -0.067
H 0.994 -3.843 1.049 0.076
H 2.744 -5.135 1.883 0.097
H 4.171 -6.472 0.515 0.103
H 4.214 -5.972 -1.994 0.097
H 2.676 -4.309 -2.956 0.065
H 1.014 -3.118 -1.378 0.079
C -1.219 -3.429 3.428 -0.088
C -2.590 -3.567 3.181 -0.074
C -3.091 -4.844 2.890 -0.102
C -2.265 -5.927 2.880 -0.110
C -0.908 -5.815 3.158 -0.076
C -0.388 -4.530 3.367 -0.110
H -0.775 -2.452 3.551 0.080
H -3.302 -2.755 3.162 0.079
H -4.133 -4.964 2.633 0.099
H -2.680 -6.900 2.662 0.100
H -0.287 -6.695 3.248 0.101
H 0.680 -4.475 3.524 0.094
C -1.723 -1.510 -1.736 -0.061
C -2.442 -1.931 -0.611 -0.079
C -3.677 -2.479 -0.803 -0.123
C -4.152 -2.682 -2.059 -0.093
C -3.445 -2.260 -3.179 -0.105
C -2.216 -1.726 -3.037 -0.102
H -0.758 -1.032 -1.658 0.074
H -2.168 -1.960 0.433 0.091
H -4.283 -2.793 0.034 0.103
H -5.144 -3.088 -2.190 0.103
H -3.996 -2.266 -4.108 0.105
H -1.552 -1.315 -3.783 0.102
O -3.207 -0.364 3.721 0.080
C -3.819 0.396 2.987 -0.503
O -3.706 1.683 3.145 0.067
C -4.681 2.326 2.361 -0.132
C -5.004 1.310 1.197 -0.149
C -4.704 0.033 1.811 -0.089
H -4.316 3.328 2.139 0.122
H -5.646 2.576 2.803 0.120
H -4.317 1.485 0.370 0.102
H -6.052 1.411 0.912 0.121
H -4.128 -0.570 1.110 0.107
H -5.584 -0.392 2.295 0.146
```

Energy in Eh: -3270.644226
HOMO level in eV: -8.661
HOMO-LUMO gap in eV: 9.060